[1]
2 unconnected molecules or ions with the total composition C5H11O2 in a non-equilibrium geometry. Source: the OMol25 dataset; level of theory: ωB97M-V with the def2-TZVPD basis set.

Its net charge is -1. For the LUMO energy, the calculation gives 0.1348 hartree. For the relative energy (zero: lowest compared OMol25 entry of this formula, charge and spin), the calculation gives 0.769 eV. The HOMO energy is -3.71 eV. Its molar mass is 103.141 g/mol. The value obtained for the electronic energy is -9459.260 eV.

Cartesian coordinates (Å):
1 O 0.007 1.471 -1.667
2 O 1.735 1.575 -0.201
3 C -0.074 -3.459 0.631
4 C 0.549 1.684 -0.562
5 C -0.730 -3.211 -0.729
6 C -0.480 2.147 0.580
7 C -0.671 1.003 1.546
8 H -0.844 -3.727 1.353
9 H -0.341 -2.285 -1.186
10 H -1.449 2.344 0.099
11 H 0.738 -4.183 0.508
12 H -1.798 -2.969 -0.745
13 H -0.047 3.080 0.962
14 H -0.553 0.089 0.954
15 H 0.549 -2.609 0.957
16 H -0.485 -4.001 -1.444
17 H -1.480 0.915 2.259
18 H 0.299 0.970 2.107

***

[2]
2 unconnected molecules or ions with the total composition C5H11O2 in a non-equilibrium geometry. Source: the OMol25 dataset; level of theory: ωB97M-V with the def2-TZVPD basis set.

Its net charge is -1. For the LUMO energy, the calculation gives 0.1313 hartree. For the relative energy (zero: lowest compared OMol25 entry of this formula, charge and spin), the calculation gives 2.499 eV. The HOMO energy is -3.35 eV. Its molar mass is 103.141 g/mol. The value obtained for the electronic energy is -9457.531 eV.

Cartesian coordinates (Å):
1 O -2.783 -0.417 -1.029
2 O -2.019 -1.229 0.806
3 C 2.364 -1.831 -0.903
4 C -1.374 1.128 0.446
5 C -2.365 1.855 1.195
6 C 2.859 -0.336 -0.755
7 C -2.137 -0.247 0.048
8 H 3.860 -0.360 -1.292
9 H -0.626 0.673 1.093
10 H -2.768 1.115 1.942
11 H -1.099 1.746 -0.396
12 H -2.252 2.603 1.867
13 H 2.913 -0.390 0.404
14 H 1.568 -1.841 -0.111
15 H 2.099 -2.143 -1.935
16 H 2.175 0.311 -1.381
17 H -3.354 2.113 0.621
18 H 2.939 -2.748 -0.618

***

| no. | gap between HOMO and LUMO (eV) |
| --- | --- |
| 1 | 7.4 |
| 2 | 6.9 |